{
  "formula": "C20H21Br2F11N2O9P",
  "method": "the ωB97M-V functional and the def2-TZVPD basis",
  "multiplicity": 1,
  "lumo_ev": -3.52,
  "charge": 1,
  "homo_ev": -11.602,
  "e_tot_ha": -8149.03980,
  "fmax_ev_per_a": 4.6,
  "species": ["C", "P", "C", "C", "C", "N", "C", "C", "C", "C", "F", "Br", "C", "F", "F", "Br", "N", "C", "F", "F", "C", "F", "F", "F", "H", "H", "H", "H", "H", "H", "H", "H", "H", "H", "H", "H", "C", "C", "O", "C", "O", "O", "F", "H", "H", "H", "C", "C", "O", "C", "O", "O", "F", "H", "H", "H", "C", "C", "O", "C", "O", "O", "F", "H", "H", "H"],
  "coordinates": [[0.0446, 4.3610, -2.3818], [-0.3351, 2.8171, -1.3426], [-1.5237, 1.8269, -2.4590], [1.2295, 1.7383, -1.3197], [2.5010, 2.1694, -1.8094], [3.4053, 1.0679, -1.6438], [2.6858, 0.0677, -1.0919], [3.4312, -1.2758, -0.8317], [4.4815, -1.6700, -1.9492], [3.8888, -2.5277, -3.1268], [4.5973, -2.1425, -4.2906], [1.9855, -2.2040, -3.5093], [4.1097, -4.0876, -2.9639], [3.8245, -4.6791, -4.1936], [5.4028, -4.4340, -2.6721], [2.8032, -4.8378, -1.6861], [1.3513, 0.3728, -0.8232], [0.3486, -0.4727, -0.2029], [0.8829, -1.5380, 0.4800], [-0.4078, -1.0321, -1.2236], [-0.5879, 0.2948, 0.8571], [0.0198, 1.3646, 1.4265], [-1.8083, 0.6099, 0.3429], [-0.8460, -0.5964, 1.8917], [-0.4700, 4.2708, -3.3726], [1.1450, 4.4394, -2.5745], [-0.3890, 5.2279, -1.8300], [-2.4760, 1.5679, -1.9372], [-1.0109, 0.8740, -2.7823], [-1.7251, 2.4274, -3.3898], [2.8368, 3.1318, -2.2459], [4.3859, 1.1214, -1.9095], [2.7518, -2.1601, -0.7042], [3.9884, -1.1716, 0.1475], [5.2438, -2.3275, -1.4319], [5.0696, -0.8050, -2.3562], [-1.9229, 1.4162, 3.8271], [-2.5933, 0.7050, 4.9654], [-3.1571, 1.7627, 5.7144], [-3.4207, 2.7562, 4.8147], [-4.1311, 3.6810, 5.0276], [-2.7682, 2.5457, 3.6348], [-1.6874, 0.0591, 5.7395], [-0.9148, 1.7555, 4.0794], [-1.8739, 0.8116, 2.9331], [-3.3804, 0.0097, 4.6620], [-6.0096, 4.6736, -1.3318], [-5.4185, 3.3132, -1.1163], [-4.1429, 3.4222, -1.7248], [-3.7914, 4.7348, -1.6124], [-2.6840, 5.1499, -1.7670], [-4.8559, 5.5116, -1.2945], [-6.1285, 2.3610, -1.7651], [-6.4976, 4.7704, -2.3042], [-6.7204, 4.9480, -0.5537], [-5.3013, 3.0334, -0.0664], [0.7675, -5.5023, 2.6866], [1.5890, -6.4968, 3.4530], [2.6578, -6.7765, 2.5674], [2.8309, -5.6485, 1.8252], [3.7966, -5.4183, 1.1710], [1.7598, -4.8101, 1.9305], [0.8961, -7.6372, 3.6708], [0.0591, -5.9798, 2.0056], [0.2227, -4.8198, 3.3380], [1.9858, -6.1206, 4.3992]]
}



{
  "formula": "C32H64Cl8O12S6",
  "method": "the ωB97M-V functional and the def2-TZVPD basis",
  "multiplicity": 1,
  "lumo_ev": 0.23,
  "charge": 0,
  "homo_ev": -10.240,
  "e_tot_ha": -8231.14218,
  "fmax_ev_per_a": 3.6,
  "species": ["C", "C", "C", "S", "O", "O", "C", "H", "H", "H", "H", "H", "H", "H", "H", "C", "C", "C", "S", "O", "O", "C", "H", "H", "H", "H", "H", "H", "H", "H", "C", "C", "C", "S", "O", "O", "C", "H", "H", "H", "H", "H", "H", "H", "H", "C", "C", "C", "S", "O", "O", "C", "H", "H", "H", "H", "H", "H", "H", "H", "C", "C", "C", "S", "O", "O", "C", "H", "H", "H", "H", "H", "H", "H", "H", "C", "C", "C", "S", "O", "O", "C", "H", "H", "H", "H", "H", "H", "H", "H", "Cl", "C", "C", "Cl", "H", "H", "H", "H", "Cl", "C", "C", "Cl", "H", "H", "H", "H", "Cl", "C", "C", "Cl", "H", "H", "H", "H", "Cl", "C", "C", "Cl", "H", "H", "H", "H"],
  "coordinates": [[1.1124, -2.0463, -5.7290], [2.1934, -0.9694, -5.2581], [1.5965, -0.0328, -4.1885], [-0.1969, -0.3422, -4.3573], [-0.7936, 0.3330, -5.4728], [-0.8728, -0.0015, -3.0704], [-0.0107, -2.0476, -4.7172], [1.5533, -3.0458, -5.8672], [0.7734, -1.8118, -6.7795], [2.4177, -0.3870, -6.1142], [3.0845, -1.3513, -4.8098], [1.7943, 1.0533, -4.1090], [1.9035, -0.4798, -3.2528], [-0.9446, -2.4238, -5.0600], [0.3962, -2.5068, -3.8329], [-3.9330, -1.8401, 3.1702], [-5.0110, -0.9836, 2.6364], [-4.7077, 0.5185, 2.9121], [-2.9529, 0.5540, 2.6032], [-2.2645, 1.0250, 3.7972], [-2.6640, 1.2249, 1.3564], [-2.7259, -1.3030, 2.4854], [-4.1392, -2.8317, 2.7651], [-3.7810, -1.8990, 4.2436], [-5.9959, -1.3204, 2.9324], [-5.0009, -1.1650, 1.6178], [-4.7953, 0.8165, 3.9461], [-5.2514, 1.1067, 2.1352], [-1.6774, -1.4481, 2.9158], [-2.8157, -1.5559, 1.4183], [-1.8567, 4.2281, 3.8853], [-0.5348, 4.9194, 3.5497], [-0.1992, 4.6572, 2.1229], [-1.7308, 4.8995, 1.3009], [-1.8041, 4.1396, 0.0643], [-2.0091, 6.3025, 1.1279], [-2.7507, 4.2171, 2.6583], [-2.3555, 4.7075, 4.6841], [-1.6051, 3.2493, 4.1741], [0.2495, 4.6178, 4.1826], [-0.6847, 5.9705, 3.7674], [0.0644, 3.6025, 1.9272], [0.5871, 5.3641, 1.7567], [-3.2102, 3.2680, 2.4118], [-3.5354, 4.9585, 2.8196], [0.2036, 5.3405, -2.2419], [-0.8859, 4.6735, -3.0732], [-0.2049, 3.4259, -3.5875], [1.3963, 3.9022, -4.2296], [1.2983, 4.2374, -5.6154], [2.4315, 3.0505, -3.7571], [1.4319, 5.3908, -3.1225], [0.4252, 4.6652, -1.4294], [-0.1017, 6.3082, -1.8613], [-1.0998, 5.4429, -3.8550], [-1.7992, 4.4002, -2.5576], [-0.7430, 2.9739, -4.4234], [-0.0154, 2.6825, -2.7923], [1.4838, 6.3080, -3.7818], [2.4038, 5.3044, -2.6124], [2.0887, -5.3752, 3.8315], [1.7580, -5.5187, 2.3683], [2.3488, -4.3134, 1.6599], [3.9675, -4.0947, 2.4622], [4.5686, -2.7580, 2.3315], [4.7304, -5.2396, 1.9652], [3.3136, -4.4402, 4.1015], [2.2609, -6.4036, 4.2051], [1.2447, -4.9695, 4.3407], [0.6715, -5.4838, 2.1954], [2.1181, -6.4448, 1.9315], [1.7618, -3.3837, 1.8557], [2.5680, -4.5115, 0.5701], [2.8503, -3.4644, 4.2980], [4.0607, -4.8270, 4.7757], [0.2341, 1.4940, 0.3060], [1.7573, 1.7744, 0.1032], [2.5521, 0.4602, 0.0956], [1.2984, -0.9273, 0.3278], [1.1023, -1.0841, 1.7601], [1.6481, -2.0743, -0.4961], [0.0324, 0.0992, -0.2785], [-0.3531, 2.2879, -0.1632], [-0.0107, 1.4154, 1.3693], [2.1825, 2.5631, 0.8117], [1.8605, 2.3297, -0.8355], [3.1905, 0.3588, 0.9997], [3.1475, 0.3740, -0.7622], [-0.9715, -0.2979, 0.0033], [0.2934, 0.1403, -1.3508], [-2.4435, -4.8571, 0.1908], [-2.5120, -3.7209, -1.1292], [-1.2072, -3.4941, -1.8391], [-0.5158, -4.8691, -2.7570], [-2.9024, -2.7413, -0.6786], [-3.2145, -4.0986, -1.8527], [-0.4761, -3.3361, -0.9980], [-1.2877, -2.5937, -2.4868], [-5.2471, 1.9644, -0.6153], [-3.9474, 1.7699, -1.8453], [-4.2059, 0.6885, -2.8682], [-4.0259, -0.9284, -2.1157], [-2.9886, 1.6082, -1.3452], [-3.8469, 2.7704, -2.2849], [-3.4738, 0.6984, -3.6400], [-5.1913, 0.7038, -3.3613], [2.2756, 1.1678, 4.7002], [1.8937, -0.5225, 4.7670], [0.3807, -0.7118, 4.6450], [0.0027, -2.4442, 4.2165], [2.1777, -0.9655, 5.7563], [2.4966, -0.9467, 3.9596], [-0.0444, -0.0797, 3.9175], [-0.0234, -0.5063, 5.6230], [4.1467, -3.8064, -3.3933], [5.0646, -3.6853, -1.8304], [4.7476, -2.4720, -1.0030], [5.0380, -0.9607, -1.8944], [6.0904, -3.7868, -2.2299], [4.6800, -4.5620, -1.2756], [5.4484, -2.5509, -0.2143], [3.6957, -2.4642, -0.7085]]
}



{
  "formula": "C5H9NO",
  "method": "the ωB97M-V functional and the def2-TZVPD basis",
  "multiplicity": 1,
  "lumo_ev": 0.88,
  "charge": 0,
  "homo_ev": -9.286,
  "e_tot_ha": -325.91725,
  "de_lowest_ev": 0.552,
  "fmax_ev_per_a": 0.8,
  "species": ["C", "N", "C", "O", "C", "C", "C", "H", "H", "H", "H", "H", "H", "H", "H", "H"],
  "coordinates": [[-0.8674, -0.5457, 0.6587], [-0.6708, 0.5142, -0.3213], [-1.4697, 1.5847, -0.3999], [-1.2885, 2.5414, -1.1254], [0.5973, 0.3929, -1.0077], [1.3832, -0.6532, -0.2001], [0.5488, -0.9640, 1.0499], [-1.4935, -0.1907, 1.4833], [-1.4173, -1.3930, 0.2265], [-2.2877, 1.5582, 0.3501], [0.4689, 0.0703, -2.0335], [1.0853, 1.3724, -1.0227], [1.5263, -1.5399, -0.8121], [2.3869, -0.2768, -0.0011], [0.9167, -0.4389, 1.9221], [0.5815, -2.0319, 1.2331]]
}



{
  "formula": "C3H5HgLiO4",
  "method": "the ωB97M-V functional and the def2-TZVPD basis",
  "multiplicity": 1,
  "lumo_ev": [-0.88, -0.88],
  "charge": 0,
  "homo_ev": [-7.804, -7.802],
  "e_tot_ha": -579.10391,
  "fmax_ev_per_a": 2.2,
  "species": ["Li", "Hg", "O", "O", "O", "C", "C", "C", "H", "H", "H", "H", "O", "H"],
  "coordinates": [[0.7385, 1.2084, 1.9101], [1.4153, 1.0525, -0.8727], [-0.1275, 2.3290, 0.1519], [-0.7508, 0.5775, -1.5808], [-0.6975, -0.1137, 0.5748], [0.2083, -1.2573, 0.2893], [1.6272, -0.9080, -0.1031], [-1.2040, 0.7058, -0.4052], [0.1716, -1.7368, 1.2789], [-0.3330, -1.8263, -0.4786], [1.9684, -1.6265, -0.8654], [2.2843, -0.9982, 0.7811], [-2.4970, 0.9129, -0.0911], [-2.8038, 1.6806, -0.5893]]
}